Entry 1:
The following is a quantum chemistry calculation of C15H17B2NO14PS as an isolated structure in a non-equilibrium geometry, from OMol25.

Results
HOMO energy = -4.613 eV
frontier orbital gap = 6.608 eV
net charge = -1
total energy = -67470.459 eV

```
51
C15H17B2NO14PS ωB97M-V/def2-TZVPD
C -0.201 -3.452 2.927
B 0.053 -1.908 2.654
O 0.642 -1.166 3.642
C -0.343 -1.236 1.219
C -1.271 -0.018 1.464
C -2.726 -0.232 1.075
C -3.725 0.023 2.021
C -5.079 -0.179 1.755
C -5.436 -0.648 0.489
C -6.915 -0.913 0.205
C -4.487 -0.884 -0.501
C -3.146 -0.666 -0.182
O -0.907 -2.404 0.518
S 0.165 -3.070 -0.473
O -0.199 -2.834 -1.829
O 0.290 -4.449 -0.149
O 1.437 -2.225 0.056
C 0.855 -0.901 0.301
P 1.967 0.552 0.725
N 3.544 -0.171 0.896
O 1.556 1.131 2.262
H -1.210 -3.779 2.648
H -0.107 -3.661 4.007
H 0.542 -4.064 2.401
H 0.414 -1.606 4.469
H -0.871 0.908 1.030
H -1.269 0.161 2.546
H -3.431 0.395 3.005
H -5.818 0.013 2.529
H -6.979 -1.576 -0.666
H -7.504 -0.002 0.070
H -7.314 -1.484 1.056
H -4.727 -1.253 -1.494
H -2.365 -0.868 -0.917
H 0.434 -0.645 -0.688
H 4.218 0.561 0.690
H 3.629 -0.871 0.159
H 1.777 2.069 2.250
B 4.192 3.181 -3.249
O 4.191 4.098 -2.084
C 3.322 3.636 -1.199
O 3.079 4.135 -0.132
C 2.699 2.385 -1.742
O 1.866 1.712 -1.160
O 3.208 2.117 -2.935
O 3.826 3.892 -4.490
C 4.829 3.768 -5.353
O 4.853 4.230 -6.456
C 5.930 2.945 -4.700
O 6.976 2.643 -5.197
O 5.538 2.612 -3.475
```

Atomic partial charges in e from the Löwdin method, atoms 1 to 5: 0.01, -0.42, 0.15, -0.30, -0.05

***

Entry 2:
The following is a quantum chemistry calculation of one molecule with the formula C5H7NO, from OMol25.

Results
HOMO energy = -7.848 eV
frontier orbital gap = 8.736 eV
total energy = -8830.870 eV
energy above the lowest of the compared OMol25 structures with the same formula, charge and spin = 123.0 kcal per mole

```
14
C5H7NO ωB97M-V/def2-TZVPD
O -1.206 -0.215 -0.894
C -0.817 0.796 -0.046
C -0.763 0.484 1.404
N 0.502 0.382 0.632
C 0.809 -0.895 -0.040
C 0.004 -0.819 -1.349
C 0.335 1.606 -0.392
H -0.725 1.301 2.125
H -1.181 -0.451 1.786
H 0.459 -1.730 0.572
H 1.888 -0.961 -0.176
H -0.274 -1.776 -1.782
H 0.550 -0.211 -2.078
H 0.418 2.490 0.238
```

Atomic partial charges in e from the Löwdin method, atoms 1 to 5: -0.05, -0.40, 0.02, -0.08, -0.11

***

Entry 3:
The following is a quantum chemistry calculation of C21H36N8O8P2SY as an isolated structure in a non-equilibrium geometry, from OMol25.

Results
HOMO energy = -11.385 eV
frontier orbital gap = 9.084 eV
net charge = +1
total energy = -81126.823 eV
energy above the lowest of the compared OMol25 structures with the same formula, charge and spin = 10.2 kcal per mole

```
77
C21H36N8O8P2SY ωB97M-V/def2-TZVPD
Y -0.909 0.306 0.922
O -5.027 -0.843 -0.017
C -3.904 -0.700 0.407
N -2.877 0.021 -0.174
C -2.892 0.179 -1.542
O -3.441 -0.509 -2.371
C -2.055 1.358 -2.008
C -2.225 1.842 -3.296
C -1.495 2.948 -3.686
C -0.606 3.518 -2.784
C -0.475 2.946 -1.535
N -1.186 1.885 -1.141
C -3.570 -1.273 1.776
C -4.433 -2.202 2.324
C -4.145 -2.717 3.577
C -3.018 -2.270 4.243
C -2.201 -1.341 3.626
N -2.457 -0.856 2.404
H -2.934 1.345 -3.943
H -1.622 3.371 -4.675
H -0.023 4.393 -3.039
H 0.233 3.344 -0.821
H -5.307 -2.487 1.757
H -4.795 -3.456 4.028
H -2.750 -2.640 5.223
H -1.296 -1.003 4.111
N 2.729 -2.209 0.735
C 1.626 -2.681 1.666
C 2.087 -3.991 2.307
P 0.247 -2.994 0.455
O -0.759 -3.954 1.231
O 0.944 -3.648 -0.681
O -0.484 -1.694 0.231
P 1.383 -1.404 2.972
O 2.937 -1.021 3.229
O 0.763 -1.987 4.172
O 0.755 -0.187 2.303
H 2.772 -2.896 -0.031
H 3.611 -2.124 1.241
H 2.501 -1.297 0.288
H 2.257 -4.754 1.544
H 1.326 -4.339 2.999
H 3.009 -3.843 2.874
H -0.676 -4.872 0.950
H 3.158 -1.116 4.161
N 0.543 2.464 1.579
C -0.168 3.536 2.293
C -1.274 2.926 3.127
N -2.157 2.145 2.239
H 1.090 1.912 2.237
H 1.214 2.836 0.916
H -0.605 4.211 1.552
H 0.490 4.131 2.930
H -1.808 3.707 3.672
H -0.847 2.242 3.865
H -2.619 2.776 1.587
H -2.900 1.706 2.775
C 0.382 -1.199 -2.774
N 1.512 -0.371 -3.200
C 2.112 -0.820 -4.457
C 2.090 0.528 -2.398
S 1.815 0.545 -0.700
N 2.911 1.447 -2.952
C 2.629 2.047 -4.257
C 3.838 2.224 -2.142
H -0.309 -1.297 -3.611
H -0.126 -0.733 -1.940
H 0.727 -2.186 -2.459
H 2.140 -1.909 -4.436
H 3.127 -0.448 -4.552
H 1.522 -0.508 -5.320
H 1.668 1.708 -4.632
H 3.404 1.826 -4.991
H 2.580 3.130 -4.126
H 4.221 1.630 -1.318
H 3.357 3.118 -1.736
H 4.666 2.528 -2.782
```

Atomic partial charges in e from the Löwdin method, atoms 1 to 5: 1.38, 0.11, -0.43, 0.00, -0.46

***

Entry 4:
The following is a quantum chemistry calculation of a 12-piece molecular cluster, C43H74O28 overall in a non-equilibrium geometry, from OMol25.

Results
HOMO energy = -9.799 eV
frontier orbital gap = 10.219 eV
total energy = -103120.181 eV
energy above the lowest of the compared OMol25 structures with the same formula, charge and spin = 0.0 kcal per mole

```
145
C43H74O28 ωB97M-V/def2-TZVPD
C -2.933 -0.908 2.127
O -3.895 -1.549 2.964
C -4.813 -0.794 3.567
O -4.923 0.404 3.531
O -5.533 -1.587 4.359
C -6.474 -1.008 5.225
H -3.123 0.072 1.692
H -2.882 -1.630 1.309
H -1.991 -0.918 2.679
H -7.269 -1.671 5.553
H -6.921 -0.159 4.697
H -6.059 -0.540 6.122
C -3.681 -6.279 -1.870
O -2.765 -5.248 -2.215
C -2.678 -4.216 -1.381
O -3.375 -3.999 -0.415
O -1.639 -3.506 -1.755
C -1.506 -2.221 -1.156
H -3.530 -6.431 -0.797
H -3.513 -7.251 -2.328
H -4.725 -6.030 -2.056
H -0.738 -1.633 -1.647
H -1.310 -2.226 -0.088
H -2.376 -1.610 -1.406
C -2.992 0.413 -4.119
O -3.308 -0.339 -5.301
C -4.469 -0.063 -5.878
O -5.250 0.795 -5.550
O -4.571 -0.822 -6.960
C -5.739 -0.834 -7.735
H -1.905 0.368 -4.078
H -3.353 -0.081 -3.224
H -3.234 1.469 -4.194
H -5.788 0.029 -8.402
H -6.648 -0.868 -7.133
H -5.765 -1.713 -8.378
C 5.000 1.526 -0.928
O 6.070 0.688 -0.495
C 6.680 -0.086 -1.411
O 6.592 0.024 -2.608
O 7.290 -1.027 -0.752
C 7.822 -2.143 -1.428
H 4.284 1.551 -0.109
H 4.532 1.290 -1.879
H 5.406 2.539 -0.970
H 8.318 -1.848 -2.358
H 7.004 -2.822 -1.647
H 8.648 -2.579 -0.871
C 5.283 -1.267 6.513
O 4.214 -0.436 6.103
C 3.127 -1.029 5.630
O 2.963 -2.218 5.600
O 2.243 -0.113 5.314
C 1.045 -0.518 4.624
H 6.123 -0.642 6.819
H 5.709 -1.891 5.728
H 4.971 -1.835 7.388
H 0.399 0.319 4.900
H 0.661 -1.466 4.983
H 1.146 -0.401 3.549
O 5.661 -2.836 2.748
C 5.091 -3.082 1.719
C 3.608 -3.084 1.481
C 3.484 -3.534 0.045
C 4.862 -4.033 -0.368
O 5.752 -3.635 0.694
H 3.198 -3.774 2.223
H 3.110 -2.137 1.680
H 2.819 -4.387 -0.098
H 3.176 -2.721 -0.611
H 4.811 -5.066 -0.713
H 5.132 -3.494 -1.279
O -1.729 5.438 -0.405
C -1.677 6.266 -1.271
C -1.736 6.181 -2.776
C -2.142 7.620 -3.162
C -1.426 8.425 -2.058
O -1.572 7.549 -0.912
H -0.751 6.005 -3.211
H -2.415 5.461 -3.225
H -1.820 7.848 -4.179
H -3.204 7.865 -3.162
H -0.354 8.488 -2.244
H -1.933 9.346 -1.794
O 3.219 0.436 2.481
C 3.990 1.351 2.576
C 5.289 1.305 3.389
C 6.087 2.453 2.767
C 4.943 3.385 2.312
O 3.775 2.591 2.102
H 5.094 1.402 4.453
H 5.754 0.350 3.144
H 6.693 2.936 3.532
H 6.677 2.220 1.885
H 4.753 4.157 3.058
H 5.298 3.861 1.399
O -8.602 -0.906 -2.844
C -7.586 -0.767 -2.212
C -6.181 -1.209 -2.486
C -5.368 -0.678 -1.319
C -6.428 -0.206 -0.288
O -7.642 -0.084 -1.048
H -6.225 -2.298 -2.531
H -5.826 -0.746 -3.406
H -4.684 -1.437 -0.938
H -4.750 0.188 -1.557
H -6.486 -0.894 0.556
H -6.153 0.773 0.097
O -2.159 1.132 -1.324
C -1.158 1.248 -0.659
C -0.806 2.322 0.418
C 0.063 1.389 1.296
C 0.819 0.627 0.234
O -0.186 0.367 -0.737
H -0.042 2.985 0.006
H -1.652 2.832 0.858
H 0.886 1.881 1.831
H -0.372 0.820 2.118
H 1.625 1.246 -0.163
H 1.147 -0.312 0.677
O 0.305 -2.629 2.102
C -0.239 -3.687 2.289
C -1.124 -4.129 3.467
C -1.895 -5.310 2.867
C -1.084 -5.747 1.625
O -0.256 -4.607 1.334
H -0.455 -4.416 4.275
H -1.768 -3.290 3.719
H -1.767 -6.129 3.579
H -2.958 -5.205 2.678
H -0.466 -6.631 1.756
H -1.767 -5.852 0.784
C 1.159 3.705 -2.525
C 1.877 3.970 -3.817
C 3.268 4.398 -3.316
O 3.011 4.927 -2.016
C 1.647 4.832 -1.645
H 1.422 2.693 -2.194
H 0.064 3.676 -2.541
H 1.367 4.749 -4.388
H 1.947 3.062 -4.417
H 3.657 5.174 -3.978
H 3.969 3.562 -3.340
H 1.073 5.717 -1.959
H 1.407 4.704 -0.590
```

Atomic partial charges in e from the Löwdin method, atoms 1 to 5: -0.02, 0.00, -0.61, 0.13, 0.00

***

Entry 5:
The following is a quantum chemistry calculation of one molecule with the formula C3H3ClF2 in a non-equilibrium geometry, from OMol25.

Results
HOMO energy = -9.804 eV
frontier orbital gap = 10.205 eV
total energy = -21114.365 eV
energy above the lowest of the compared OMol25 structures with the same formula, charge and spin = 50.5 kcal per mole

```
9
C3H3ClF2 ωB97M-V/def2-TZVPD
C 1.406 -0.110 -0.386
C 0.098 -0.434 0.171
F 0.228 -1.156 1.232
C -1.014 0.487 0.083
F -0.916 1.157 1.137
Cl -2.604 -0.591 0.091
H 2.230 -0.869 -0.051
H 1.661 0.463 -1.309
H -1.089 1.053 -0.969
```

Atomic partial charges in e from the Löwdin method, atoms 1 to 5: 0.10, -0.43, 0.09, -0.69, 0.10

***

Entry 6:
The following is a quantum chemistry calculation of one molecule with the formula C2H4N2O2 in a non-equilibrium geometry, from OMol25.

Results
HOMO energy = -8.606 eV
frontier orbital gap = 9.308 eV
total energy = -9208.000 eV
energy above the lowest of the compared OMol25 structures with the same formula, charge and spin = 166.6 kcal per mole

```
10
C2H4N2O2 ωB97M-V/def2-TZVPD
O 2.161 -1.294 -0.564
N 1.178 -0.672 -0.291
C 0.643 0.488 -0.534
C -0.736 0.668 -0.093
N -1.001 -0.505 0.702
O -0.059 -1.464 0.559
H 1.268 1.078 -1.073
H -0.985 1.470 0.624
H -1.384 0.496 -0.976
H -1.085 -0.264 1.646
```

Atomic partial charges in e from the Löwdin method, atoms 1 to 5: 0.07, -0.17, -0.03, -0.16, -0.11

***

Q: total energy of number 4 (C43H74O28)?
A: -103120.181 eV